DFT (ωB97M-V/def2-TZVPD) results for the molecule C6H11N at a distorted geometry.

Bonds (Å) are listed after each position.
Geometry (Å):
1 C -1.064 0.346 -2.961  N2 1.263, H8 1.095, H9 1.089
2 N -0.070 1.092 -2.735  C1 1.263, C3 1.415
3 C 0.380 1.317 -1.412  N2 1.415, C4 1.332, H10 1.085
4 C -0.044 0.821 -0.251  C3 1.332, C5 1.498, H11 1.085
5 C 0.709 0.809 1.044  C4 1.498, C6 1.530, H12 1.093, H13 1.085
6 C 0.749 -0.555 1.736  C5 1.530, C7 1.527, H14 1.084, H15 1.093
7 C -0.390 -1.526 1.434  C6 1.527, H16 1.096, H17 1.096, H18 1.087
8 H -1.672 -0.123 -2.181  C1 1.095
9 H -1.325 0.127 -3.995  C1 1.089
10 H 1.303 1.886 -1.380  C3 1.085
11 H -0.911 0.172 -0.304  C4 1.085
12 H 0.190 1.520 1.692  C5 1.093
13 H 1.714 1.180 0.869  C5 1.085
14 H 0.807 -0.474 2.816  C6 1.084
15 H 1.648 -1.056 1.371  C6 1.093
16 H -0.316 -2.416 2.070  C7 1.096
17 H -1.371 -1.145 1.741  C7 1.096
18 H -0.338 -1.976 0.446  C7 1.087

Net charge   0
ΔE to the lowest compared entry with this formula, charge and spin   178.17 kJ/mol
HOMO energy   -9.02 eV
Spin multiplicity   1
Maximum force   1.5 eV Å⁻¹
E_tot   -289.903820 hartree
HOMO-LUMO gap   9.66 eV
SMILES   C=N/C=C/CCC

***

DFT (ωB97M-V/def2-TZVPD) results for the molecule C6H11N at a distorted geometry.

Bonds (Å) are listed after each position.
Geometry (Å):
1 C -1.417 1.548 -2.157  C2 1.349, H8 1.071, H9 1.058
2 C -0.171 1.779 -1.696  C1 1.349, C3 1.490, H10 1.108
3 C 0.909 0.795 -1.404  C2 1.490, N4 1.453, H11 1.122, H12 1.161
4 N 1.035 0.525 0.017  C3 1.453, C5 1.392, H13 1.014
5 C 0.506 -0.661 0.517  N4 1.392, C6 1.388, H14 1.153
6 C 0.202 -0.772 1.867  C5 1.388, C7 1.522, H15 1.097
7 C -0.168 -2.141 2.420  C6 1.522, H16 1.101, H17 1.090, H18 1.217
8 H -1.696 0.641 -2.654  C1 1.071
9 H -2.137 2.323 -2.150  C1 1.058
10 H -0.313 2.750 -1.180  C2 1.108
11 H 0.702 -0.103 -2.044  C3 1.122
12 H 1.966 0.965 -1.854  C3 1.161
13 H 0.805 1.371 0.528  N4 1.014
14 H 0.159 -1.430 -0.269  C5 1.153
15 H 0.481 0.141 2.407  C6 1.097
16 H -0.428 -2.234 3.485  C7 1.101
17 H -1.108 -2.522 2.022  C7 1.090
18 H 0.674 -2.976 2.146  C7 1.217

Net charge   0
ΔE to the lowest compared entry with this formula, charge and spin   282.79 kJ/mol
HOMO energy   -7.59 eV
Spin multiplicity   1
Maximum force   3.1 eV Å⁻¹
E_tot   -289.863973 hartree
HOMO-LUMO gap   8.77 eV
SMILES   C=CCN/C=C/C

***

DFT (ωB97M-V/def2-TZVPD) results for the ion C6H11N with charge +1 at a distorted geometry.

Bonds (Å) are listed after each position.
Geometry (Å):
1 C -2.015 0.623 -0.955  C4 1.540, H8 1.019, H9 1.064, H10 1.051
2 N -0.868 -1.594 0.379  C3 1.473, H11 1.008, H12 0.977
3 C -0.220 -0.284 0.560  N2 1.473, C4 1.395, C7 1.452
4 C -0.567 0.635 -0.431  C1 1.540, C3 1.395, C5 1.516
5 C 0.460 1.678 -0.823  C4 1.516, H13 1.085, H14 1.058, H15 1.098
6 C 1.948 -1.401 1.477  C7 1.430, H16 1.109, H17 1.094
7 C 1.099 -0.293 1.167  C3 1.452, C6 1.430, H18 1.089
8 H -2.589 0.803 -0.133  C1 1.019
9 H -2.083 -0.348 -1.385  C1 1.064
10 H -2.103 1.371 -1.689  C1 1.051
11 H -0.245 -2.345 0.128  N2 1.008
12 H -1.285 -1.520 -0.502  N2 0.977
13 H 0.422 2.099 -1.821  C5 1.085
14 H 0.480 2.434 -0.083  C5 1.058
15 H 1.458 1.226 -0.740  C5 1.098
16 H 2.799 -1.291 2.180  C6 1.109
17 H 1.767 -2.438 1.177  C6 1.094
18 H 1.543 0.647 1.494  C7 1.089

Net charge   +1
ΔE to the lowest compared entry with this formula, charge and spin   198.90 kJ/mol
HOMO energy (spin up / spin down)   -13.82 / -14.54 eV
Expectation value of S²   0.775
Spin multiplicity   2
Maximum force   5.2 eV Å⁻¹
E_tot   -289.592843 hartree
HOMO-LUMO gap (spin up / spin down)   8.65 / 7.41 eV

***

DFT (ωB97M-V/def2-TZVPD) results for the ion C6H11N with charge +1 at a distorted geometry.

Bonds (Å) are listed after each position.
Geometry (Å):
1 C 1.206 0.424 2.091  C2 1.526, H8 1.096, H9 1.088, H10 1.097
2 C 1.388 0.109 0.609  C1 1.526, C3 1.580, H11 1.098, H12 1.107
3 C 0.127 -0.617 -0.006  C2 1.580, C4 1.485, H13 1.086, H14 1.102
4 C -0.853 0.255 -0.700  C3 1.485, C5 1.404, N7 1.398
5 C -1.936 0.781 0.023  C4 1.404, H15 1.080, H16 1.097
6 C -0.611 -0.593 -2.743  N7 1.285, H17 1.101, H18 1.107
7 N -0.764 0.495 -2.075  C4 1.398, C6 1.285
8 H 1.167 -0.489 2.695  C1 1.096
9 H 0.225 0.871 2.235  C1 1.088
10 H 2.019 1.108 2.362  C1 1.097
11 H 2.286 -0.479 0.375  C2 1.098
12 H 1.544 1.104 0.150  C2 1.107
13 H -0.406 -1.062 0.829  C3 1.086
14 H 0.475 -1.576 -0.422  C3 1.102
15 H -2.639 1.558 -0.237  C5 1.080
16 H -1.988 0.353 1.031  C5 1.097
17 H -1.105 -0.683 -3.724  C6 1.101
18 H -0.135 -1.559 -2.492  C6 1.107

Net charge   +1
ΔE to the lowest compared entry with this formula, charge and spin   283.07 kJ/mol
HOMO energy (spin up / spin down)   -15.22 / -15.19 eV
Expectation value of S²   0.756
Spin multiplicity   2
Maximum force   2.9 eV Å⁻¹
E_tot   -289.560781 hartree
HOMO-LUMO gap (spin up / spin down)   10.07 / 6.86 eV

***

DFT (ωB97M-V/def2-TZVPD) results for the ion C6H11N with charge +1 at a distorted geometry.

Bonds (Å) are listed after each position.
Geometry (Å):
1 C 0.149 -0.179 2.176  C2 1.542, H8 1.082, H9 1.093, H10 1.088
2 C -0.526 -0.841 0.958  C1 1.542, C5 1.489, H11 1.093, H12 1.095
3 N -1.143 1.579 -1.789  C4 1.313, H13 1.009, H14 1.010
4 C -1.351 0.696 -0.839  N3 1.313, C5 1.398, H15 1.085
5 C -0.353 -0.152 -0.351  C2 1.489, C4 1.398, C6 1.421
6 C 0.826 -0.284 -1.132  C5 1.421, C7 1.380, H16 1.082
7 C 2.052 -0.619 -0.595  C6 1.380, H17 1.083, H18 1.082
8 H 0.492 -0.863 2.940  C1 1.082
9 H 1.029 0.342 1.788  C1 1.093
10 H -0.486 0.588 2.616  C1 1.088
11 H -0.341 -1.919 0.940  C2 1.093
12 H -1.605 -0.912 1.133  C2 1.095
13 H -1.844 1.746 -2.495  N3 1.009
14 H -0.179 1.825 -1.963  N3 1.010
15 H -2.397 0.565 -0.585  C4 1.085
16 H 0.624 -0.220 -2.193  C6 1.082
17 H 2.939 -0.056 -0.857  C7 1.083
18 H 2.114 -1.294 0.249  C7 1.082

Net charge   +1
ΔE to the lowest compared entry with this formula, charge and spin   101.04 kJ/mol
HOMO energy (spin up / spin down)   -13.09 / -14.52 eV
Expectation value of S²   0.811
Spin multiplicity   2
Maximum force   1.8 eV Å⁻¹
E_tot   -289.630115 hartree
HOMO-LUMO gap (spin up / spin down)   8.20 / 8.16 eV

***

DFT (ωB97M-V/def2-TZVPD) results for a cluster of 2 separate species, C6H11N2 in total at a distorted geometry.

Bonds (Å) are listed after each position.
Geometry (Å):
1 C 0.410 1.650 -0.133  C3 1.261, C5 1.333
2 C -2.954 -1.650 0.012  N7 1.224, H9 1.092, H10 1.081
3 C 0.042 2.448 -1.037  C1 1.261, H11 1.151, H12 1.174
4 C 2.379 -0.810 -0.373  C6 1.516, H13 1.034, H14 1.165, H15 1.065
5 C 0.815 0.771 0.785  C1 1.333, C6 1.524, H17 1.139
6 C 1.130 -0.687 0.476  C4 1.516, C5 1.524, H18 1.061, H19 1.122
7 N -2.435 -0.644 0.478  C2 1.224, N8 1.144
8 N -1.898 0.286 0.873  N7 1.144, H16 1.039
9 H -4.019 -1.575 -0.219  C2 1.092
10 H -2.514 -2.629 -0.122  C2 1.081
11 H -0.885 2.590 -1.705  C3 1.151
12 H 0.927 3.164 -1.329  C3 1.174
13 H 3.228 -0.837 0.218  C4 1.034
14 H 2.273 -0.029 -1.232  C4 1.165
15 H 2.404 -1.833 -0.668  C4 1.065
16 H -1.130 0.879 0.501  N8 1.039
17 H 0.723 1.104 1.871  C5 1.139
18 H 0.180 -1.020 0.139  C6 1.061
19 H 1.324 -1.178 1.466  C6 1.122

Net charge   +1
ΔE to the lowest compared entry with this formula, charge and spin   707.87 kJ/mol
HOMO energy   -13.47 eV
Spin multiplicity   1
Maximum force   5.3 eV Å⁻¹
E_tot   -344.245531 hartree
HOMO-LUMO gap   7.82 eV

***

DFT (ωB97M-V/def2-TZVPD) results for the ion C6H11N2 with charge +1 at a distorted geometry.

Bonds (Å) are listed after each position.
Geometry (Å):
1 C 2.796 -0.159 -0.202  N7 1.341, N8 1.276, H9 1.106
2 C -0.344 0.019 -0.752  C3 1.523, C4 1.474, C6 1.604, H10 1.213
3 C 0.481 -0.404 0.457  C2 1.523, C4 1.500, N7 1.437, H11 1.143
4 C 0.328 1.039 0.074  C2 1.474, C3 1.500, H12 1.031
5 C -2.502 -0.305 0.701  C6 1.554, H13 1.089, H14 1.090, H15 1.098
6 C -1.947 -0.021 -0.723  C2 1.604, C5 1.554, H16 1.041, H17 1.077
7 N 1.811 -0.921 0.297  C1 1.341, C3 1.437, H18 1.050
8 N 2.530 1.050 -0.510  C1 1.276, H19 1.057
9 H 3.840 -0.412 0.062  C1 1.106
10 H 0.184 -0.100 -1.837  C2 1.213
11 H -0.095 -0.690 1.402  C3 1.143
12 H 0.315 1.957 0.542  C4 1.031
13 H -2.195 -1.321 0.942  C5 1.089
14 H -3.587 -0.292 0.592  C5 1.090
15 H -2.057 0.438 1.375  C5 1.098
16 H -2.313 0.937 -0.899  C6 1.041
17 H -2.406 -0.666 -1.452  C6 1.077
18 H 1.912 -1.965 0.336  N7 1.050
19 H 3.250 1.817 -0.404  N8 1.057

Net charge   +1
ΔE to the lowest compared entry with this formula, charge and spin   463.21 kJ/mol
HOMO energy   -14.23 eV
Spin multiplicity   1
Maximum force   4.4 eV Å⁻¹
E_tot   -344.338718 hartree
HOMO-LUMO gap   8.77 eV

***

DFT (ωB97M-V/def2-TZVPD) results for the ion C6H11N2 with charge +1 at a distorted geometry.

Bonds (Å) are listed after each position.
Geometry (Å):
1 C -2.236 1.416 0.043  C2 1.437, H9 1.067, H10 1.117, H11 1.119
2 C -1.266 0.723 -0.759  C1 1.437, C3 1.321, H12 1.178
3 C -0.570 -0.331 -0.371  C2 1.321, C4 1.399, C5 1.607
4 C -0.608 -1.001 0.856  C3 1.399, H13 1.081, H14 1.102, H15 1.080
5 C 0.490 -0.945 -1.412  C3 1.607, N6 1.387, H16 1.148, H17 1.054
6 N 1.752 -0.782 -0.859  C5 1.387, C7 1.151
7 C 2.393 -0.392 0.013  N6 1.151, N8 1.293
8 N 3.146 0.200 0.882  C7 1.293, H18 1.011, H19 1.040
9 H -2.579 0.760 0.811  C1 1.067
10 H -3.082 1.806 -0.573  C1 1.117
11 H -1.699 2.261 0.542  C1 1.119
12 H -0.997 1.343 -1.723  C2 1.178
13 H -0.174 -1.979 0.706  C4 1.081
14 H -1.553 -1.131 1.409  C4 1.102
15 H -0.008 -0.535 1.623  C4 1.080
16 H 0.323 -2.041 -1.713  C5 1.148
17 H 0.379 -0.282 -2.223  C5 1.054
18 H 3.235 -0.320 1.745  N8 1.011
19 H 3.054 1.229 1.004  N8 1.040

Net charge   +1
ΔE to the lowest compared entry with this formula, charge and spin   312.34 kJ/mol
HOMO energy   -13.00 eV
Spin multiplicity   1
Maximum force   4.4 eV Å⁻¹
E_tot   -344.396182 hartree
HOMO-LUMO gap   9.13 eV
SMILES   C/C=C(\C)CN=C=[NH2+]

***

DFT (ωB97M-V/def2-TZVPD) results for the ion C6H11N2O with charge +1 at a distorted geometry.

Bonds (Å) are listed after each position.
Geometry (Å):
1 C 1.991 -0.007 -0.602  C2 1.507, H10 1.142, H11 1.166, H12 1.136
2 C 0.842 0.448 0.259  C1 1.507, N3 1.590, C8 1.503, H13 1.097
3 N -0.564 0.550 -0.477  C2 1.590, C4 1.553, C8 1.542, H14 1.000
4 C -1.615 1.509 0.144  N3 1.553, N5 1.437, H15 1.195, H16 1.067
5 N -1.739 1.079 1.510  C4 1.437, C6 1.348, H17 1.012
6 C -1.079 -0.042 1.865  N5 1.348, O7 1.196, C8 1.539
7 O -1.113 -0.584 2.930  C6 1.196
8 C -0.276 -0.485 0.629  C2 1.503, N3 1.542, C6 1.539, C9 1.479
9 C -0.266 -1.931 0.319  C8 1.479, H18 1.108, H19 1.077, H20 1.158
10 H 2.691 -0.785 -0.144  C1 1.142
11 H 2.718 0.882 -0.806  C1 1.166
12 H 1.655 -0.366 -1.627  C1 1.136
13 H 1.238 1.212 0.941  C2 1.097
14 H -0.419 0.604 -1.465  N3 1.000
15 H -2.578 1.254 -0.517  C4 1.195
16 H -1.485 2.567 0.182  C4 1.067
17 H -1.682 1.820 2.196  N5 1.012
18 H 0.166 -2.577 1.109  C9 1.108
19 H 0.107 -2.132 -0.672  C9 1.077
20 H -1.329 -2.320 0.566  C9 1.158

Net charge   +1
ΔE to the lowest compared entry with this formula, charge and spin   253.17 kJ/mol
HOMO energy   -14.71 eV
Spin multiplicity   1
Maximum force   4.5 eV Å⁻¹
E_tot   -419.660463 hartree
HOMO-LUMO gap   11.50 eV
SMILES   C[C@H]1[N@@H+]2CNC(=O)[C@]12C

***

DFT (ωB97M-V/def2-TZVPD) results for the ion C6H11N2O2S with charge +1 at a distorted geometry.

Bonds (Å) are listed after each position.
Geometry (Å):
1 C 1.106 -1.979 0.882  N2 1.474, H12 1.063, H13 1.059, H14 1.138
2 N 0.332 -0.757 1.167  C1 1.474, C3 1.502, C4 1.442, H15 1.062
3 C 0.266 -0.488 2.643  N2 1.502, H16 1.089, H17 1.070, H18 1.110
4 C 0.979 0.388 0.576  N2 1.442, C5 1.403, H19 1.078
5 C 0.463 0.766 -0.673  C4 1.403, N6 1.346, S9 1.885
6 N 0.695 1.758 -1.553  C5 1.346, C7 1.293
7 C -0.264 2.127 -2.338  N6 1.293, C8 1.473, H20 1.115
8 C -1.588 1.487 -2.255  C7 1.473, S9 1.833, H21 1.063, H22 1.017
9 S -1.091 -0.040 -1.374  C5 1.885, C8 1.833, O10 1.419, O11 1.444
10 O -0.696 -1.079 -2.256  S9 1.419
11 O -1.901 -0.426 -0.243  S9 1.444
12 H 1.950 -2.110 1.514  C1 1.063
13 H 0.404 -2.691 1.232  C1 1.059
14 H 1.431 -2.048 -0.206  C1 1.138
15 H -0.674 -0.699 0.830  N2 1.062
16 H -0.758 -0.650 2.976  C3 1.089
17 H 0.983 -1.052 3.202  C3 1.070
18 H 0.456 0.598 2.775  C3 1.110
19 H 1.879 0.907 0.865  C4 1.078
20 H 0.139 2.754 -3.168  C7 1.115
21 H -2.082 1.977 -1.452  C8 1.063
22 H -2.026 1.256 -3.144  C8 1.017

Net charge   +1
ΔE to the lowest compared entry with this formula, charge and spin   217.23 kJ/mol
HOMO energy   -13.66 eV
Spin multiplicity   1
Maximum force   6.2 eV Å⁻¹
E_tot   -893.031811 hartree
HOMO-LUMO gap   9.09 eV
SMILES   C[NH+](C)/C=C1/N=CCS1(=O)=O

***

DFT (ωB97M-V/def2-TZVPD) results for the ion C6H11N2O3 with charge -1 at a distorted geometry.

Bonds (Å) are listed after each position.
Geometry (Å):
1 C 1.152 2.458 -0.699  C2 1.504, H12 1.060, H13 1.009, H14 1.222
2 C 0.945 1.454 0.401  C1 1.504, C3 1.521, H15 1.226, H16 1.069
3 C 0.563 0.043 -0.018  C2 1.521, N4 1.425, C6 1.356
4 N 1.609 -0.921 -0.104  C3 1.425, N5 1.383, H17 0.997
5 N 2.109 -1.625 0.976  N4 1.383, H18 0.998, H19 1.018
6 C -0.730 -0.363 0.044  C3 1.356, C7 1.571, O8 1.306
7 C -0.987 -1.778 -0.588  C6 1.571, H20 1.045, H21 1.069, H22 1.069
8 O -1.771 0.352 0.375  C6 1.306, C9 1.697
9 C -3.426 0.002 0.236  O8 1.697, O10 1.217, O11 1.213
10 O -3.629 -0.729 -0.714  C9 1.217
11 O -4.075 0.631 1.046  C9 1.213
12 H 0.262 2.782 -1.173  C1 1.060
13 H 1.706 3.259 -0.434  C1 1.009
14 H 1.657 1.847 -1.629  C1 1.222
15 H 0.113 1.942 1.157  C2 1.226
16 H 1.726 1.210 1.089  C2 1.069
17 H 2.329 -0.540 -0.679  N4 0.997
18 H 1.887 -1.162 1.832  N5 0.998
19 H 1.527 -2.453 1.086  N5 1.018
20 H -0.251 -2.049 -1.278  C7 1.045
21 H -1.894 -1.898 -1.140  C7 1.069
22 H -0.824 -2.465 0.214  C7 1.069

Net charge   -1
ΔE to the lowest compared entry with this formula, charge and spin   127.03 kJ/mol
HOMO energy   -3.78 eV
Spin multiplicity   1
Maximum force   5.7 eV Å⁻¹
E_tot   -570.426907 hartree
HOMO-LUMO gap   7.55 eV
SMILES   CC/C(NN)=C(/C)OC(=O)[O-]

***

DFT (ωB97M-V/def2-TZVPD) results for a cluster of 2 separate species, C6H11N2OPS in total at a distorted geometry.

Bonds (Å) are listed after each position.
Geometry (Å):
1 C 0.299 2.572 -1.569  C2 1.221, H12 1.044
2 C 0.511 1.387 -1.360  C1 1.221, C4 1.435
3 C 0.106 -0.233 2.218  N7 1.262, H13 1.159, H14 1.134
4 C 0.836 0.036 -1.006  C2 1.435, N8 1.343, H15 1.081
5 C 0.674 1.839 1.438  N7 1.427, H16 1.114, H17 1.132, H18 1.049
6 C 0.609 -2.262 -0.900  N8 1.484, H19 1.128, H20 1.078, H21 1.142
7 N 0.809 0.419 1.395  C3 1.262, C5 1.427
8 N -0.070 -0.954 -1.073  C4 1.343, C6 1.484, P10 1.757
9 O -2.331 -1.955 -1.195  P10 1.607, H22 0.979
10 P -1.573 -0.982 -0.164  N8 1.757, O9 1.607, S11 2.067
11 S -2.393 0.895 -0.444  P10 2.067
12 H -0.057 3.553 -1.544  C1 1.044
13 H 0.133 -1.390 2.269  C3 1.159
14 H -0.647 0.024 3.026  C3 1.134
15 H 1.837 -0.243 -0.708  C4 1.081
16 H 0.193 2.266 0.529  C5 1.114
17 H 0.059 2.066 2.361  C5 1.132
18 H 1.648 2.228 1.453  C5 1.049
19 H 1.560 -2.335 -1.502  C6 1.128
20 H 0.590 -2.505 0.150  C6 1.078
21 H -0.106 -2.981 -1.425  C6 1.142
22 H -2.688 -1.445 -1.950  O9 0.979

Net charge   0
ΔE to the lowest compared entry with this formula, charge and spin   290.01 kJ/mol
HOMO energy (spin up / spin down)   -7.47 / -7.47 eV
Spin multiplicity   1
Maximum force   4.4 eV Å⁻¹
E_tot   -1159.356037 hartree
HOMO-LUMO gap (spin up / spin down)   6.23 / 6.23 eV